w:
C23H36F7N3O23 | ωB97M-V with the def2-TZVPD basis set

The geometry in ORCA input format:
```
! wB97M-V def2-TZVPD RIJCOSX def2/J DEFGRID3
* xyz 2 1
N 1.496 -2.019 4.164
H 1.887 -1.675 3.278
H 0.572 -1.594 4.323
H 2.174 -1.846 4.903
H 1.386 -3.020 3.976
N 4.529 0.688 2.056
H 5.302 0.711 1.389
H 3.760 0.218 1.531
H 4.257 1.629 2.360
H 4.770 0.091 2.845
N 3.119 -2.499 -0.167
H 4.033 -2.122 -0.398
H 2.632 -3.053 -0.873
H 2.502 -1.797 0.294
H 3.252 -3.124 0.639
C 0.101 0.539 -0.052
C 1.397 0.125 0.632
O 1.343 -0.522 1.717
O 2.485 0.370 0.033
H -0.739 -0.137 0.073
H 0.265 0.581 -1.131
H -0.137 1.570 0.221
C 0.198 3.100 -3.599
C 1.238 2.916 -2.494
O 0.672 3.612 -1.394
C -0.660 3.774 -1.619
O -1.411 4.061 -0.735
O -0.998 3.313 -2.814
F 2.416 3.516 -2.793
H 0.039 2.284 -4.297
H 0.385 3.983 -4.211
H 1.459 1.872 -2.256
C -0.744 -3.440 0.508
C -2.231 -3.719 0.700
O -2.397 -4.020 2.082
C -1.229 -3.854 2.724
O -1.154 -3.791 3.910
O -0.238 -3.588 1.844
F -2.547 -4.898 0.071
H -0.653 -2.375 0.281
H -0.229 -4.061 -0.218
H -2.935 -2.935 0.417
C 0.178 3.099 2.249
C 1.626 3.029 1.723
O 2.306 2.461 2.816
C 1.395 1.837 3.638
O 1.672 1.079 4.506
O 0.178 1.971 3.109
F 2.178 4.243 1.466
H -0.572 3.147 1.462
H 0.016 3.967 2.895
H 1.733 2.442 0.806
C -3.619 -1.657 -4.876
C -3.681 -3.044 -4.274
O -3.422 -2.724 -2.917
C -2.557 -1.707 -2.897
O -1.772 -1.450 -2.033
O -2.712 -0.996 -4.031
F -2.731 -3.849 -4.824
H -4.619 -1.252 -5.027
H -3.219 -1.825 -5.880
H -4.620 -3.590 -4.302
C 5.255 -0.583 -3.732
C 5.040 0.714 -2.946
O 3.983 1.315 -3.667
C 3.423 0.447 -4.533
O 2.484 0.689 -5.206
O 4.088 -0.730 -4.513
F 6.139 1.486 -2.998
H 5.335 -1.510 -3.156
H 6.075 -0.511 -4.451
H 4.755 0.552 -1.903
C -4.844 2.333 -0.855
C -3.371 2.414 -0.450
O -3.050 1.064 -0.154
C -4.182 0.406 0.193
O -4.246 -0.643 0.737
O -5.249 1.119 -0.242
F -3.239 3.188 0.675
H -4.833 2.365 -1.948
H -5.427 3.181 -0.508
H -2.570 2.737 -1.118
C -1.970 -0.235 2.949
C -3.203 -0.406 3.836
O -2.740 -0.252 5.138
C -1.408 -0.470 5.165
O -0.735 -0.613 6.130
O -0.984 -0.700 3.892
F -3.803 -1.624 3.649
H -1.820 0.823 2.741
H -2.012 -0.902 2.095
H -4.015 0.304 3.649
*
```

- M (g mol⁻¹) = 855.525
- orbital gap (Ha) = 0.32382

Mulliken population analysis, charges in e, atoms 1 to 4: number 1, N, carries -0.021; number 2, H, carries 0.011; number 3, H, carries 0.058; number 4, H, carries 0.438

x:
C23H36F7N3O23 | ωB97M-V with the def2-TZVPD basis set

The geometry in ORCA input format:
```
! wB97M-V def2-TZVPD RIJCOSX def2/J DEFGRID3
* xyz 2 1
N 24.490 3.043 2.027
H 23.493 2.912 1.933
H 24.842 2.169 1.663
H 24.729 3.087 3.007
H 24.728 3.845 1.460
N 26.042 -3.607 5.299
H 25.993 -2.762 5.850
H 27.019 -3.857 5.250
H 25.591 -3.552 4.397
H 25.526 -4.299 5.824
N 19.669 -3.339 3.551
H 18.750 -3.711 3.360
H 20.460 -3.619 2.988
H 19.689 -3.549 4.538
H 19.606 -2.332 3.596
C 26.119 -3.532 -1.122
C 25.301 -2.879 0.032
O 25.734 -1.731 0.411
O 24.342 -3.533 0.563
H 25.738 -4.543 -1.262
H 27.185 -3.627 -0.911
H 25.987 -2.982 -2.054
C 31.172 -3.948 -5.107
C 31.732 -4.039 -6.469
O 31.701 -5.388 -6.772
C 31.437 -6.050 -5.646
O 31.406 -7.293 -5.602
O 31.205 -5.224 -4.617
F 32.974 -3.576 -6.357
H 30.146 -3.579 -5.112
H 31.543 -3.243 -4.364
H 31.114 -3.459 -7.155
C 27.595 -10.798 -1.771
C 28.764 -11.642 -1.885
O 28.366 -12.792 -1.113
C 27.072 -12.880 -1.144
O 26.407 -13.775 -0.605
O 26.618 -11.766 -1.807
F 29.908 -11.215 -1.344
H 27.483 -10.059 -2.564
H 27.763 -10.347 -0.793
H 28.954 -11.901 -2.927
C 31.520 0.537 1.580
C 32.148 1.416 2.664
O 33.162 2.163 1.885
C 33.283 1.540 0.663
O 34.092 1.892 -0.182
O 32.211 0.862 0.414
F 32.673 0.631 3.652
H 30.438 0.426 1.507
H 31.862 -0.448 1.898
H 31.406 2.113 3.052
C 21.228 -7.573 -2.844
C 20.367 -8.384 -3.787
O 20.441 -7.637 -4.943
C 20.760 -6.361 -4.652
O 20.733 -5.356 -5.455
O 21.336 -6.292 -3.418
F 19.142 -8.542 -3.284
H 22.101 -8.069 -2.419
H 20.567 -7.535 -1.978
H 20.755 -9.375 -4.023
C 33.656 -7.316 0.535
C 33.493 -8.501 1.469
O 32.115 -8.274 1.992
C 31.787 -6.963 1.794
O 30.833 -6.325 2.249
O 32.781 -6.418 1.084
F 34.408 -8.425 2.486
H 33.187 -7.550 -0.420
H 34.669 -6.923 0.441
H 33.561 -9.452 0.941
C 27.871 3.831 -4.138
C 27.918 2.846 -2.978
O 28.491 3.666 -2.013
C 29.265 4.651 -2.619
O 30.057 5.415 -2.035
O 28.933 4.691 -3.892
F 28.795 1.903 -3.249
H 26.887 4.298 -4.164
H 28.033 3.346 -5.100
H 26.959 2.437 -2.660
C 20.882 0.339 -2.740
C 19.872 0.866 -3.846
O 20.141 2.248 -3.908
C 21.113 2.565 -3.111
O 21.570 3.665 -3.014
O 21.426 1.575 -2.380
F 18.653 0.764 -3.431
H 21.610 -0.301 -3.238
H 20.397 -0.116 -1.876
H 19.987 0.316 -4.780
*
```

- M (g mol⁻¹) = 855.525
- orbital gap (Ha) = 0.17236

Mulliken population analysis, charges in e, atoms 1 to 4: number 1, N, carries -0.495; number 2, H, carries 0.375; number 3, H, carries 0.361; number 4, H, carries 0.377

Preferred: w; penalty for the next structure: 8.650 eV.

w:
C3H3BrO | ωB97M-V with the def2-TZVPD basis set

The geometry in ORCA input format:
```
! wB97M-V def2-TZVPD RIJCOSX def2/J DEFGRID3
* xyz 0 1
C -0.821 -0.086 1.746
C -0.255 0.024 0.693
C 0.409 0.117 -0.556
O -0.294 0.126 -1.700
Br 1.979 -1.088 -0.616
H -1.291 -0.163 2.680
H 1.169 1.701 -0.495
H -0.897 -0.631 -1.751
*
```

- M (g mol⁻¹) = 134.960
- orbital gap (Ha) = 0.34633

natural (NBO) population analysis, charges in e, atoms 1 to 4: number 1, C, carries -0.152; number 2, C, carries -0.127; number 3, C, carries 0.099; number 4, O, carries -0.686

x:
C3H3BrO | ωB97M-V with the def2-TZVPD basis set

The geometry in ORCA input format:
```
! wB97M-V def2-TZVPD RIJCOSX def2/J DEFGRID3
* xyz 0 1
C 1.293 1.419 -0.171
C 0.320 0.804 0.180
C -0.921 -0.491 0.425
O -0.663 -1.653 -0.238
Br -2.738 0.301 0.010
H 2.081 2.108 -0.299
H -0.902 -0.715 1.485
H -0.390 -1.758 -1.098
*
```

- M (g mol⁻¹) = 134.960
- orbital gap (Ha) = 0.40323

natural (NBO) population analysis, charges in e, atoms 1 to 4: number 1, C, carries -0.273; number 2, C, carries -0.073; number 3, C, carries 0.122; number 4, O, carries -0.697

Preferred: x; penalty for the next structure: 1.119 eV.

w:
H4O3Si | ωB97M-V with the def2-TZVPD basis set

The geometry in ORCA input format:
```
! wB97M-V def2-TZVPD RIJCOSX def2/J DEFGRID3
* xyz 0 1
O 1.267 -1.374 -0.282
Si 1.809 -0.086 0.244
O 1.051 1.376 -0.020
H 2.662 0.593 1.181
H 0.078 1.458 -0.167
O -1.731 -0.523 0.222
H -1.433 -0.808 -0.655
H -1.981 -1.343 0.481
*
```

- M (g mol⁻¹) = 80.115
- orbital gap (Ha) = 0.41316

natural (NBO) population analysis, charges in e, atoms 1 to 4: number 1, O, carries -1.183; number 2, Si, carries 1.991; number 3, O, carries -1.121; number 4, H, carries -0.213

x:
H4O3Si | ωB97M-V with the def2-TZVPD basis set

The geometry in ORCA input format:
```
! wB97M-V def2-TZVPD RIJCOSX def2/J DEFGRID3
* xyz 0 1
O 0.765 1.540 -0.023
Si -0.700 1.334 0.356
O -1.448 -0.076 0.286
H -1.709 2.309 0.599
H -0.744 -0.649 0.008
O 0.867 -1.692 -0.517
H 1.159 -0.715 -0.463
H 1.810 -2.050 -0.246
*
```

- M (g mol⁻¹) = 80.115
- orbital gap (Ha) = 0.41919

natural (NBO) population analysis, charges in e, atoms 1 to 4: number 1, O, carries -1.205; number 2, Si, carries 1.996; number 3, O, carries -1.067; number 4, H, carries -0.244

Preferred: x; penalty for the next structure: 0.528 eV.

w:
C2HBr2IO | ωB97M-V with the def2-TZVPD basis set

The geometry in ORCA input format:
```
! wB97M-V def2-TZVPD RIJCOSX def2/J DEFGRID3
* xyz 0 1
C -0.941 -1.495 -0.252
C 0.711 0.846 0.437
O -0.568 -1.961 -1.260
Br -0.412 1.796 1.586
Br 2.324 0.187 1.120
I 0.874 1.635 -1.499
H -1.988 -1.008 -0.133
*
```

- M (g mol⁻¹) = 327.741
- orbital gap (alpha / beta) (Ha) = 0.30033 / 0.26334

natural (NBO) population analysis, charges in e, atoms 1 to 4: number 1, C, carries 0.356; number 2, C, carries -0.590; number 3, O, carries -0.453; number 4, Br, carries 0.153

x:
C2HBr2IO | ωB97M-V with the def2-TZVPD basis set

The geometry in ORCA input format:
```
! wB97M-V def2-TZVPD RIJCOSX def2/J DEFGRID3
* xyz 0 1
C -0.815 0.037 0.346
C 0.510 -0.130 -0.215
O -1.081 0.031 1.506
Br 1.623 -1.305 0.914
Br 0.442 -0.946 -1.991
I 1.004 1.896 -0.209
H -1.683 0.418 -0.351
*
```

- M (g mol⁻¹) = 327.741
- orbital gap (Ha) = 0.35310

natural (NBO) population analysis, charges in e, atoms 1 to 4: number 1, C, carries 0.278; number 2, C, carries -0.471; number 3, O, carries -0.493; number 4, Br, carries 0.120

Preferred: x; penalty for the next structure: 2.790 eV.

w:
C7H12O3 | ωB97M-V with the def2-TZVPD basis set

The geometry in ORCA input format:
```
! wB97M-V def2-TZVPD RIJCOSX def2/J DEFGRID3
* xyz 0 1
O 0.865 1.556 0.343
C -0.368 0.901 0.142
C -0.535 0.312 -1.288
C -0.766 -1.175 -0.974
C 0.569 -1.848 -0.617
C 0.839 -1.247 0.786
C -0.417 -0.389 0.993
O -1.429 -1.120 0.301
H 0.884 2.380 -0.150
H -1.432 1.394 0.349
H -1.403 0.753 -1.795
H 0.356 0.490 -1.903
H -1.391 -1.718 -1.691
H 0.451 -2.938 -0.575
H 1.356 -1.616 -1.346
H 0.897 -2.025 1.557
H 1.758 -0.651 0.831
H -0.712 -0.228 2.035
C -1.831 3.540 1.303
O -2.837 2.889 1.011
H -1.321 4.135 0.516
H -1.294 3.338 2.253
*
```

- M (g mol⁻¹) = 144.170
- orbital gap (Ha) = 0.37200

natural (NBO) population analysis, charges in e, atoms 1 to 4: number 1, O, carries -0.718; number 2, C, carries 0.043; number 3, C, carries -0.464; number 4, C, carries 0.079

x:
C7H12O3 | ωB97M-V with the def2-TZVPD basis set

The geometry in ORCA input format:
```
! wB97M-V def2-TZVPD RIJCOSX def2/J DEFGRID3
* xyz 0 1
O 0.033 -2.040 2.964
C 0.000 -1.321 1.788
C 0.159 -1.852 0.340
C -0.130 -0.330 0.230
C -1.230 -0.527 1.311
C 0.879 -0.108 1.388
C -0.279 0.445 -1.032
C 0.068 1.882 -1.051
O 0.934 0.684 -1.737
H 0.900 -2.445 3.069
H 1.164 -2.178 0.038
H -0.626 -2.527 -0.028
H -2.111 -1.112 1.012
H -1.503 0.362 1.897
H 0.750 0.808 1.982
H 1.935 -0.310 1.163
H -1.118 0.138 -1.670
H -0.786 2.551 -1.191
H 0.702 2.284 -0.254
O 0.221 2.261 -3.420
H 0.704 1.263 -3.063
H -0.666 2.071 -3.737
*
```

- M (g mol⁻¹) = 144.170
- orbital gap (Ha) = 0.37441

natural (NBO) population analysis, charges in e, atoms 1 to 4: number 1, O, carries -0.687; number 2, C, carries 0.265; number 3, C, carries -0.416; number 4, C, carries -0.056

Preferred: w; penalty for the next structure: 3.559 eV.

w:
C7H12O3 | ωB97M-V with the def2-TZVPD basis set

The geometry in ORCA input format:
```
! wB97M-V def2-TZVPD RIJCOSX def2/J DEFGRID3
* xyz 0 1
C 2.266 0.350 -0.341
O 2.085 -1.040 -0.611
C 0.849 -0.518 -0.241
C 0.222 -0.618 1.092
C -1.306 -0.812 1.037
C -1.822 -0.204 -0.265
C -1.271 -0.995 -1.462
C -0.110 -0.011 -1.311
O -0.978 0.937 -0.632
H 2.971 0.483 0.485
H 2.479 0.932 -1.244
H 0.756 -1.332 1.728
H 0.269 0.654 1.480
H -1.599 -1.869 1.103
H -1.771 -0.297 1.890
H -2.884 0.063 -0.240
H -1.037 -2.058 -1.331
H -1.849 -0.822 -2.376
H 0.369 0.415 -2.200
H 0.872 1.867 0.307
O 0.372 2.357 1.273
H 1.116 2.517 1.860
*
```

- M (g mol⁻¹) = 144.170
- orbital gap (Ha) = 0.35397

natural (NBO) population analysis, charges in e, atoms 1 to 4: number 1, C, carries -0.214; number 2, O, carries -0.494; number 3, C, carries 0.296; number 4, C, carries -0.540

x:
C7H12O3 | ωB97M-V with the def2-TZVPD basis set

The geometry in ORCA input format:
```
! wB97M-V def2-TZVPD RIJCOSX def2/J DEFGRID3
* xyz 0 1
C 2.579 -0.441 -0.212
O 1.388 -0.078 -0.788
C 0.493 0.592 0.029
C -0.575 1.372 -0.745
C -1.853 0.771 -0.136
C -2.074 -0.661 -0.653
C -0.982 -1.441 0.123
C -0.353 -0.309 0.954
O -1.458 0.549 1.227
H 3.353 -0.456 -0.982
H 2.411 -1.255 0.509
H -0.519 2.453 -0.562
H -0.496 1.197 -1.826
H -2.734 1.421 -0.164
H -3.080 -1.011 -0.390
H -1.961 -0.728 -1.742
H -1.410 -2.208 0.781
H -0.247 -1.931 -0.528
H 0.126 -0.616 1.890
H 1.412 1.280 0.763
O 3.008 0.900 0.769
H 2.970 0.601 1.681
*
```

- M (g mol⁻¹) = 144.170
- orbital gap (Ha) = 0.35475

natural (NBO) population analysis, charges in e, atoms 1 to 4: number 1, C, carries 0.257; number 2, O, carries -0.540; number 3, C, carries 0.027; number 4, C, carries -0.458

Preferred: x; penalty for the next structure: 1.859 eV.